Computed, not measured: the molecule CH3NOS2 at a distorted geometry, with ωB97M-V/def2-TZVPD.

Element x y z (Å)
N (1.7796, 0.4252, -0.5549)
S (0.5984, 0.9083, 0.5214)
S (-1.2315, 0.6648, -0.4549)
C (-1.8676, -0.7176, 0.3577)
O (-2.8559, -1.3121, 0.0492)
H (2.2533, 1.2887, -1.0559)
H (2.5563, -0.1850, -0.2025)
H (-1.2325, -1.0722, 1.3399)

Properties
- Total energy: -966.24318 Ha
- SMILES: NSSC=O
- Kohn-Sham gap: 9.81 eV
- HOMO level: -0.3496 hartree
- Energy relative to the best compared isomer or geometry (same formula, charge and spin): 14.7 kJ/mol